Record 1
DFT (ωB97M-V with the def2-TZVPD basis set) results for one molecule with the formula C7H11NO5.

Properties
HOMO level: -9.61 eV
Frontier orbital gap: 9.92 eV
SMILES: NC[C@@]1(CCC(=O)O)COC(=O)O1

CARTESIAN COORDINATES (ANGSTROEM)
N 1.309 0.876 2.061
C 0.661 1.601 0.902
C 0.342 0.580 -0.383
C -1.230 0.107 -0.555
C -1.934 -0.427 0.826
C -1.509 -1.990 1.080
O -0.504 -2.241 1.926
O -2.280 -3.030 0.346
C 1.080 1.238 -1.725
O 2.056 0.254 -2.272
C 1.853 -1.071 -1.623
O 2.303 -2.283 -1.958
O 1.045 -0.723 -0.418
H 2.134 0.303 1.776
H 1.508 1.498 2.875
H -0.414 1.943 1.280
H 1.235 2.566 0.543
H -1.218 -0.791 -1.323
H -1.880 0.997 -1.012
H -3.104 -0.333 0.681
H -1.662 0.206 1.779
H -1.968 -3.007 -0.623
H 0.393 1.550 -2.624
H 1.784 2.175 -1.558

These are the natural (NBO) partial charges, in e, on atoms 1 to 6: -0.858 -0.228 0.253 -0.420 -0.524 0.781

Record 2
DFT (ωB97M-V with the def2-TZVPD basis set) results for an isolated ion of composition C7H11NO5PS and charge -1.

Properties
Net charge: -1
HOMO level (spin up / spin down): -3.29 / -3.38 eV
Frontier orbital gap (spin up / spin down): 6.13 / 6.17 eV

CARTESIAN COORDINATES (ANGSTROEM)
C 2.211 -0.369 0.370
C 0.697 1.478 0.176
C -3.085 -0.769 0.096
C -0.351 1.990 -0.821
C -1.715 1.409 -0.447
C -0.881 -0.972 -0.910
C -1.691 -0.023 -0.019
N 3.516 -0.617 0.023
O 0.732 1.658 1.398
O -4.001 -0.661 -0.634
O 1.587 0.596 -0.493
O -3.122 -1.537 1.183
O -0.128 -1.934 1.513
P 0.352 -2.039 0.099
S 5.305 -0.074 1.044
H 1.886 -0.264 1.365
H 0.040 1.684 -1.768
H -0.460 3.099 -0.683
H -2.174 1.950 0.288
H -2.313 1.423 -1.359
H -1.414 -1.757 -1.453
H -0.276 -0.675 -1.805
H -1.314 -0.140 1.028
H 3.791 -0.291 -0.897
H -2.190 -1.792 1.464
H 4.996 -1.370 1.243

These are the natural (NBO) partial charges, in e, on atoms 1 to 6: 0.078 0.804 0.827 -0.502 -0.379 -0.827

Record 3
DFT (ωB97M-V with the def2-TZVPD basis set) results for a 2-piece molecular cluster, C7H11NO5PS overall.

Properties
Net charge: -1
HOMO level: -3.30 eV
Frontier orbital gap: 6.59 eV

CARTESIAN COORDINATES (ANGSTROEM)
C -1.964 -0.583 0.964
C 0.414 -0.874 0.855
C -1.507 3.082 0.704
C 1.506 -1.327 -0.102
C 1.702 -0.139 -1.109
C 1.692 2.298 -0.667
C 2.089 1.082 -0.357
N -2.894 -1.540 1.204
O 0.573 -0.407 1.966
O -1.485 3.608 -0.329
O -0.766 -0.968 0.239
O -1.478 2.537 1.724
O -3.900 1.038 0.793
P -2.735 0.592 -0.322
S -3.621 -0.662 -1.498
H -1.766 -0.127 1.843
H 1.056 -2.138 -0.527
H 2.488 -1.389 0.482
H 2.540 -0.230 -1.918
H 0.719 0.166 -1.746
H 1.774 3.242 -0.138
H 1.050 2.458 -1.458
H 2.734 1.083 0.598
H -3.290 -1.967 0.405
H -4.034 0.350 1.446
H -2.780 -2.234 1.890

These are the natural (NBO) partial charges, in e, on atoms 1 to 6: -0.081 0.805 1.040 -0.498 -0.447 -0.406

Record 4
DFT (ωB97M-V with the def2-TZVPD basis set) results for C7H11NO7P2 as an isolated structure.

Properties
HOMO level: -8.56 eV
Frontier orbital gap: 7.65 eV

CARTESIAN COORDINATES (ANGSTROEM)
O 0.686 -1.531 1.440
P 0.961 0.018 1.413
O 2.078 0.378 0.413
H 2.753 -0.412 0.201
O 1.661 0.801 2.677
H 0.968 0.436 3.346
C -0.292 0.854 0.878
O -0.243 2.469 1.011
H 0.222 2.543 1.840
C -0.994 0.857 -0.518
C -0.311 -0.136 -1.538
C 0.818 0.508 -2.360
C 1.792 -0.247 -2.901
C 1.279 -1.803 -2.901
N 0.386 -2.140 -2.226
C -0.291 -1.566 -1.464
H -1.029 -1.899 -0.789
H 2.013 -2.547 -3.447
H 2.305 0.041 -3.539
H 1.029 1.400 -2.213
H -2.009 0.479 -0.583
H -1.102 1.626 -1.084
P -1.705 0.255 2.128
O -1.012 0.262 3.479
O -2.160 -0.951 1.538
H -1.246 -1.662 1.748
O -2.829 1.144 2.143
H -3.728 0.825 1.308

These are the natural (NBO) partial charges, in e, on atoms 1 to 6: -1.086 2.373 -1.011 0.540 -0.946 0.527

Record 5
DFT (ωB97M-V with the def2-TZVPD basis set) results for an isolated ion of composition C7H11O4P and charge -2.

Properties
Net charge: -2
HOMO level: 0.24 eV
Frontier orbital gap: 5.47 eV
SMILES: C=C(OP(=O)([O-])[O-])C1(CC)CC1

CARTESIAN COORDINATES (ANGSTROEM)
C -0.812 1.476 -1.391
C -1.143 0.411 -0.690
O -2.297 -0.196 -0.702
P -3.779 0.324 0.268
O -3.533 1.785 0.545
O -4.791 0.078 -0.834
O -3.709 -0.667 1.410
C -0.086 -0.103 0.340
C 1.269 -0.469 -0.322
C 1.212 -1.050 -1.747
C 0.015 0.567 1.710
C -0.637 -0.795 1.531
H -1.679 1.868 -2.021
H 0.119 2.051 -1.324
H 1.922 0.353 -0.310
H 1.859 -1.180 0.242
H 2.227 -1.530 -2.085
H 0.635 -1.987 -1.787
H 0.866 -0.367 -2.524
H -0.680 1.473 1.935
H 1.019 0.399 2.049
H -0.054 -1.533 2.026
H -1.727 -0.983 1.648

These are the natural (NBO) partial charges, in e, on atoms 1 to 6: -0.618 0.417 -0.800 2.495 -1.237 -1.243

Record 6
DFT (ωB97M-V with the def2-TZVPD basis set) results for C7H11O5PS as an isolated structure.

Properties
HOMO level: -9.14 eV
Frontier orbital gap: 6.60 eV

CARTESIAN COORDINATES (ANGSTROEM)
C -0.308 -2.272 3.366
C -0.243 -1.183 2.787
C 2.450 0.330 -0.547
C -1.314 0.506 -2.496
C -0.093 0.084 2.072
C 1.691 1.598 -1.020
C -1.020 -0.021 -1.088
O 0.161 -2.652 -0.168
O -2.109 -1.392 0.512
O -3.281 0.830 0.208
O -1.365 0.622 1.654
O 0.470 1.669 -0.308
P -0.897 -1.972 -0.907
S -2.030 0.157 0.328
H -0.401 -2.904 4.209
H 2.948 0.442 0.360
H 1.910 -0.618 -0.466
H 3.287 0.096 -1.131
H -1.738 -0.360 -3.199
H -0.428 1.022 -2.876
H -2.095 1.192 -2.245
H 0.560 -0.029 1.191
H 0.331 0.864 2.670
H 1.424 1.447 -2.081
H 2.090 2.544 -0.825

These are the natural (NBO) partial charges, in e, on atoms 1 to 6: -0.173 -0.053 -0.664 -0.703 -0.164 -0.077

Record 7
DFT (ωB97M-V with the def2-TZVPD basis set) results for a 2-piece molecular cluster, C7H11O6S overall.

Properties
Net charge: -1
HOMO level: -4.29 eV
Frontier orbital gap: 7.27 eV

CARTESIAN COORDINATES (ANGSTROEM)
O 1.249 1.701 -2.365
C 1.399 0.555 -2.075
C 2.346 -0.141 -1.152
C 1.295 -0.892 -0.301
C 0.403 -1.410 -1.448
C -1.080 -1.622 -1.193
S -2.057 -0.180 -0.782
O -2.421 -0.225 0.604
O -3.093 -0.084 -1.787
O 0.515 -0.419 -2.503
H 2.846 -0.911 -1.754
H 3.038 0.507 -0.623
H 0.772 -0.173 0.335
H 1.753 -1.678 0.295
H 0.819 -2.366 -1.792
H -1.252 -2.380 -0.427
H -1.517 -1.979 -2.131
H -1.200 0.844 -0.996
C -1.058 1.739 3.243
C 0.145 1.322 2.375
O 0.744 2.222 1.744
O 0.408 0.093 2.360
H -1.225 2.815 3.196
H -1.950 1.216 2.895
H -0.879 1.448 4.281

These are the natural (NBO) partial charges, in e, on atoms 1 to 6: -0.540 0.799 -0.517 -0.431 0.095 -0.688

Record 8
DFT (ωB97M-V with the def2-TZVPD basis set) results for a 2-piece molecular cluster, C7H12 overall.

Properties
HOMO level: -8.86 eV
Frontier orbital gap: 10.08 eV
SMILES: C[C@@H]1[C@H]2C[C@@H]3[C@H]2[C@H]13.[H][H]

CARTESIAN COORDINATES (ANGSTROEM)
C 1.969 -0.408 -0.802
C 0.555 0.327 -0.650
C 0.287 0.539 0.813
C -0.983 1.418 0.989
C -1.776 0.157 0.876
C -0.597 -0.756 0.940
C -1.106 -0.381 -0.407
H 2.284 -0.675 -1.823
H 2.080 -1.313 -0.191
H 2.760 0.284 -0.436
H 0.603 1.170 -1.349
H 1.117 0.741 1.478
H -1.213 2.113 0.166
H -1.003 1.919 1.945
H -2.737 -0.070 1.366
H -0.426 -1.714 1.409
H -1.608 -0.486 -1.330
H 0.193 -1.312 -1.641
H -0.299 -1.867 -1.587

These are the natural (NBO) partial charges, in e, on atoms 1 to 6: -0.630 -0.189 -0.220 -0.384 -0.253 -0.239

Record 9
DFT (ωB97M-V with the def2-TZVPD basis set) results for one molecule with the formula C7H12.

Properties
HOMO level: -8.72 eV
Frontier orbital gap: 9.85 eV
SMILES: CC1=CC[C@@H](C)C1

CARTESIAN COORDINATES (ANGSTROEM)
C 2.544 -0.702 0.613
C 1.228 -0.199 0.105
C 1.013 0.471 -1.026
C -0.396 0.984 -1.151
C -1.098 0.501 0.153
C -2.460 -0.166 -0.043
C -0.067 -0.420 0.858
H 2.609 -1.797 0.571
H 2.686 -0.412 1.662
H 3.373 -0.280 0.035
H 1.778 0.687 -1.770
H -0.356 2.079 -1.182
H -0.912 0.665 -2.067
H -1.255 1.385 0.783
H -2.366 -1.123 -0.571
H -2.931 -0.367 0.928
H -3.144 0.472 -0.615
H 0.016 -0.205 1.932
H -0.360 -1.480 0.780

These are the natural (NBO) partial charges, in e, on atoms 1 to 6: -0.636 0.019 -0.200 -0.430 -0.206 -0.600

Record 10
DFT (ωB97M-V with the def2-TZVPD basis set) results for a 2-piece molecular cluster, C7H12 overall.

Properties
HOMO level: -9.36 eV
Frontier orbital gap: 10.50 eV
SMILES: C=C1CC1.C=CC

CARTESIAN COORDINATES (ANGSTROEM)
C 1.130 -1.206 0.932
C -0.092 -1.068 1.411
C -1.307 -0.249 1.493
C -1.226 -1.622 2.162
H 1.572 -0.418 0.326
H 1.723 -2.097 1.124
H -1.923 -0.144 0.602
H -1.308 0.619 2.147
H -1.780 -2.444 1.712
H -1.163 -1.660 3.248
C -0.180 0.019 -2.151
C -0.052 1.205 -1.566
C 1.248 1.942 -1.411
H -1.144 -0.473 -2.219
H 0.676 -0.520 -2.551
H -0.944 1.681 -1.155
H 1.259 2.868 -1.998
H 2.100 1.337 -1.739
H 1.412 2.227 -0.366

These are the natural (NBO) partial charges, in e, on atoms 1 to 6: -0.395 0.012 -0.450 -0.450 0.201 0.200

Record 11
DFT (ωB97M-V with the def2-TZVPD basis set) results for one molecule with the formula C7H12.

Properties
HOMO level: -8.86 eV
Frontier orbital gap: 9.81 eV
SMILES: C=CCC(=C)CC

CARTESIAN COORDINATES (ANGSTROEM)
C -0.933 1.979 -0.532
C -1.595 1.380 0.502
C -0.723 0.407 1.331
C 0.424 -0.226 0.527
C 1.581 -0.443 1.202
C -0.276 -0.931 -0.710
C 0.952 -1.375 -1.645
H -1.267 2.948 -0.852
H 0.036 1.678 -0.732
H -2.324 1.989 1.040
H -1.278 -0.310 1.986
H -0.372 1.043 2.094
H 1.577 -0.608 2.303
H 2.525 -0.695 0.764
H -1.090 -0.367 -1.196
H -0.863 -1.710 -0.236
H 1.599 -0.580 -2.087
H 0.501 -1.880 -2.453
H 1.524 -2.298 -1.306

These are the natural (NBO) partial charges, in e, on atoms 1 to 6: -0.398 -0.178 -0.502 0.044 -0.426 -0.441

| no. | calculated total energy (eV) |
| --- | --- |
| 1 | -19159.571 |
| 2 | -39288.364 |
| 3 | -39290.764 |
| 4 | -41831.084 |
| 5 | -24916.275 |
| 6 | -37790.447 |
| 7 | -30558.534 |
| 8 | -7446.857 |
| 9 | -7453.358 |
| 10 | -7450.818 |
| 11 | -7449.863 |